{
  "formula": "C25H33I2N3OSi2V",
  "method": "ωB97M-V/def2-TZVPD",
  "species": ["V", "I", "C", "C", "C", "I", "C", "O", "C", "C", "N", "C", "C", "C", "C", "C", "C", "N", "C", "H", "H", "H", "H", "H", "H", "H", "H", "H", "H", "H", "C", "Si", "C", "C", "C", "C", "C", "C", "C", "C", "N", "Si", "C", "C", "C", "H", "H", "H", "H", "H", "H", "H", "H", "H", "H", "H", "H", "H", "H", "H", "H", "H", "H", "H", "H", "H", "H"],
  "xyz": [[0.4327, 0.3335, 0.6327], [-3.4909, -1.8682, 6.7145], [-2.1422, -1.2182, 5.2404], [-1.3587, -0.0976, 5.4765], [-0.4595, 0.3087, 4.5099], [0.7267, 2.0250, 4.7576], [-0.3073, -0.3943, 3.3055], [0.5786, -0.0275, 2.3970], [-1.1405, -1.5019, 3.0794], [-0.9703, -2.1809, 1.7514], [-1.0871, -1.2039, 0.6375], [-2.4363, -0.6103, 0.5358], [-2.4106, 0.8396, 0.9332], [-3.5568, 1.5634, 1.2043], [-3.4490, 2.9105, 1.5146], [-2.1857, 3.4814, 1.5964], [-1.0897, 2.6870, 1.3374], [-1.1931, 1.4021, 0.9670], [-2.0483, -1.9087, 4.0426], [-1.4524, 0.4538, 6.4016], [0.0289, -2.6171, 1.6910], [-1.7069, -2.9804, 1.6363], [-0.9056, -1.7080, -0.2224], [-2.7897, -0.6854, -0.4958], [-3.1471, -1.1480, 1.1661], [-4.5221, 1.0765, 1.1661], [-4.3360, 3.5006, 1.7003], [-2.0464, 4.5181, 1.8657], [-0.0880, 3.0876, 1.4270], [-2.6796, -2.7698, 3.8596], [1.3014, 2.7477, -1.0794], [0.4940, 1.4408, -2.2262], [-1.3615, 1.7766, -2.4052], [1.1904, 1.6752, -3.9638], [0.8970, -0.2156, -1.3909], [2.3038, -0.1779, -0.9187], [3.4993, -0.0502, -1.6246], [4.6873, -0.0078, -0.9140], [4.6705, -0.0666, 0.4800], [3.4547, -0.1641, 1.1216], [2.3134, -0.2297, 0.4256], [0.6088, -1.8258, -2.3379], [-1.2575, -2.0895, -2.5968], [1.4370, -1.8941, -4.0286], [1.3324, -3.2045, -1.2572], [0.6934, 3.6491, -0.9914], [2.2717, 3.0439, -1.4801], [1.5035, 2.3828, -0.0604], [-1.4953, 2.8107, -2.7330], [-1.9431, 1.6424, -1.4950], [-1.7907, 1.1396, -3.1819], [1.0618, 2.7141, -4.2778], [0.6500, 1.0492, -4.6761], [2.2521, 1.4373, -4.0399], [3.4894, 0.0076, -2.7038], [5.6341, 0.0770, -1.4319], [5.5878, -0.0306, 1.0492], [3.3727, -0.1954, 2.2014], [-1.7889, -1.1413, -2.7095], [-1.7401, -2.6678, -1.8034], [-1.4125, -2.6550, -3.5181], [0.9936, -1.1849, -4.7294], [1.3193, -2.8936, -4.4539], [2.5078, -1.6910, -3.9715], [1.2174, -2.9968, -0.1909], [2.4035, -3.3067, -1.4483], [0.8746, -4.1731, -1.4677]],
  "s_squared": 2.02,
  "largest_force_ha_per_bohr": 0.0397,
  "multiplicity": 3,
  "homo_ha": [-0.386, -0.388],
  "total_charge": 1
}

{
  "formula": "C25H33IrN3O3S",
  "method": "ωB97M-V/def2-TZVPD",
  "species": ["Ir", "C", "N", "C", "C", "C", "N", "C", "C", "C", "C", "C", "C", "C", "O", "C", "C", "C", "N", "C", "C", "C", "C", "C", "C", "C", "O", "H", "H", "H", "H", "H", "H", "H", "H", "H", "H", "H", "H", "H", "H", "H", "H", "H", "H", "H", "H", "H", "H", "H", "H", "H", "O", "S", "C", "C", "C", "C", "H", "H", "H", "H", "H", "H", "H", "H"],
  "xyz": [[0.2127, 0.3255, -0.8650], [2.2059, 1.9079, -2.5195], [0.8500, 1.3012, -2.6279], [0.9496, 0.3198, -3.7687], [-0.0418, -0.8274, -3.7218], [0.5057, -1.9470, -2.8419], [1.0404, -1.4027, -1.5766], [1.7980, -2.1246, -0.8412], [2.5552, -1.6357, 0.2864], [3.2905, -2.5742, 1.0308], [4.1550, -2.1911, 2.0281], [4.3353, -0.8232, 2.2632], [3.6394, 0.1218, 1.5439], [2.7019, -0.2466, 0.5580], [2.0560, 0.7160, -0.0617], [-0.1303, 2.3793, -2.9392], [-0.0501, 3.5880, -2.0007], [-0.0016, 3.2699, -0.4976], [-0.7464, 2.0483, -0.2658], [-1.9345, 2.1079, 0.2064], [-2.8699, 1.0189, 0.2211], [-4.0445, 1.1582, 0.9834], [-5.0098, 0.1826, 0.9932], [-4.8159, -0.9533, 0.1956], [-3.6939, -1.0958, -0.5874], [-2.6848, -0.1130, -0.6056], [-1.6714, -0.2719, -1.4205], [2.4424, 2.4040, -3.4645], [2.9313, 1.1301, -2.3137], [2.2524, 2.6211, -1.7066], [1.9554, -0.0960, -3.7000], [0.8997, 0.8809, -4.7039], [-0.2098, -1.2130, -4.7275], [-1.0021, -0.4924, -3.3439], [1.3405, -2.4215, -3.3652], [-0.2500, -2.7060, -2.6384], [1.9639, -3.1641, -1.1302], [3.1670, -3.6260, 0.7964], [4.7068, -2.9266, 2.5957], [5.0379, -0.4986, 3.0208], [3.7813, 1.1792, 1.7258], [-1.1210, 1.9258, -2.9135], [0.0521, 2.7350, -3.9578], [-0.9387, 4.1866, -2.2122], [0.8057, 4.2113, -2.2591], [-0.4306, 4.1004, 0.0669], [1.0196, 3.1086, -0.1530], [-2.2866, 3.0724, 0.5766], [-4.1776, 2.0625, 1.5676], [-5.9093, 0.2965, 1.5810], [-5.5679, -1.7325, 0.1867], [-3.5570, -1.9665, -1.2152], [-0.3077, -0.7792, 0.8418], [-0.5382, -0.1389, 2.2226], [-1.9240, -1.0751, 2.9009], [-1.5382, -1.3491, 4.3459], [-0.0982, -1.8556, 4.2828], [0.6652, -0.8970, 3.3657], [-1.9469, -1.9883, 2.3015], [-2.8459, -0.5168, 2.7484], [-2.2198, -2.0642, 4.8039], [-1.5893, -0.4282, 4.9329], [-0.0795, -2.8615, 3.8603], [0.3657, -1.9015, 5.2665], [1.4133, -1.3773, 2.7397], [1.1371, -0.0770, 3.9053]],
  "largest_force_ha_per_bohr": 0.0132,
  "homo_ha": -0.378,
  "total_charge": 1
}

{
  "formula": "C25H33MnO2S",
  "method": "ωB97M-V/def2-TZVPD",
  "species": ["O", "C", "C", "H", "H", "C", "H", "H", "C", "H", "H", "H", "C", "H", "H", "H", "Mn", "C", "C", "C", "H", "C", "C", "H", "H", "H", "H", "C", "C", "C", "H", "C", "C", "H", "H", "H", "H", "O", "C", "C", "H", "H", "C", "H", "H", "C", "H", "H", "H", "H", "S", "C", "C", "C", "C", "C", "C", "H", "H", "H", "H", "H"],
  "xyz": [[3.1552, -0.2746, -0.0965], [4.2456, -0.4430, -1.1346], [5.2752, 0.3597, -0.3361], [3.9126, 0.0155, -2.0919], [4.6208, -1.4748, -1.3086], [4.1473, 0.3856, 0.7569], [5.4879, 1.3265, -0.7927], [6.1861, -0.1690, -0.0015], [3.7883, 1.7712, 1.2569], [3.0484, 2.3200, 0.6577], [4.6984, 2.3888, 1.3264], [3.4469, 1.7113, 2.3002], [4.5251, -0.5181, 1.9114], [4.6323, -1.5522, 1.5554], [3.7443, -0.4952, 2.6861], [5.4828, -0.2153, 2.3642], [-0.5153, -0.7060, 1.4788], [-1.6414, -2.5070, 1.9677], [-1.9137, -2.1842, 0.6096], [-0.6493, -2.1901, -0.1151], [-2.9023, -2.1511, 0.1507], [0.3531, -2.6944, 0.7788], [-0.2063, -2.7011, 2.1048], [0.2885, -2.9740, 3.0314], [-2.3860, -2.6783, 2.7550], [-0.5370, -2.0079, -1.1879], [1.3181, -3.1492, 0.5025], [-2.0990, 0.1045, 2.6215], [-1.0683, -0.3069, 3.5513], [0.0724, 0.5047, 3.3429], [-1.1818, -1.0237, 4.3579], [-0.1787, 1.3560, 2.2084], [-1.5513, 1.1539, 1.8161], [-2.1030, 1.8275, 1.1763], [-3.1427, -0.2034, 2.6533], [0.9062, 0.6039, 4.0348], [0.5008, 2.1143, 1.8346], [1.1128, 2.8711, -2.6747], [0.4169, 1.8261, -1.9588], [0.6434, 0.4607, -2.5697], [-0.6470, 2.1031, -2.0029], [0.6718, 1.8834, -0.8924], [1.1758, 0.8248, -4.0100], [-0.3255, -0.0761, -2.6043], [1.3872, -0.1276, -1.9842], [1.3790, 2.3658, -4.0069], [0.4410, 0.5497, -4.7791], [2.1046, 0.2724, -4.2226], [0.6693, 2.8548, -4.7232], [2.4194, 2.5792, -4.3205], [-2.3356, 0.3887, -1.0569], [-3.9349, -0.0425, -0.8007], [-4.7114, 0.6179, 0.1865], [-6.0666, 0.3439, 0.3087], [-6.7051, -0.5579, -0.5563], [-5.9227, -1.2953, -1.4590], [-4.5613, -1.0552, -1.5772], [-4.2244, 1.3633, 0.8117], [-6.6524, 0.8837, 1.0526], [-7.7830, -0.7329, -0.4911], [-6.3845, -2.0306, -2.1195], [-3.9265, -1.5941, -2.2760]],
  "s_squared": 3.92,
  "largest_force_ha_per_bohr": 0.0401,
  "multiplicity": 4,
  "homo_ha": [-0.406, -0.418],
  "total_charge": 1
}